39
Properties=species:S:1:pos:R:3:lowdin_charge:R:1 method="wB97M-V/def2-TZVPD" e_homo_ev=-8.86 orbital_gap_ev=9.18 smiles="NCCCCC=O.O.O.O.O.O.O.O" largest_force_ev_per_a=2.10 relative_energy_kj_mol=248.00
O 0.90664 -2.16217 -0.58380 -0.024
C 1.55298 -1.53606 0.24321 -0.237
C 1.41046 -0.03643 0.41779 -0.140
C 1.52539 0.23743 1.92170 -0.189
C 0.13752 0.12468 2.55276 -0.199
C -0.60602 1.46842 2.70617 -0.281
N -1.35378 1.95017 1.57028 0.010
H 2.38260 -2.07625 0.71248 0.125
H 0.48661 0.25130 -0.07358 0.087
H 2.20956 0.36310 -0.21850 0.135
H 2.15599 -0.47551 2.46736 0.108
H 2.15272 1.11610 2.08552 0.113
H -0.47077 -0.62022 2.01832 0.104
H 0.09431 -0.37108 3.53224 0.105
H -1.17247 1.46902 3.63535 0.102
H 0.20731 2.17447 2.83014 0.101
H -0.74865 2.13884 0.77821 0.024
H -2.05051 1.29967 1.24226 0.061
H -3.23797 0.76139 -3.02844 0.040
H -2.60265 1.19287 -1.73264 0.007
O -3.28151 0.59767 -2.08119 -0.060
H 0.58941 3.96976 -0.02601 0.037
H 0.91826 2.71380 -0.92571 -0.016
O 1.21106 3.25688 -0.17728 -0.071
H -1.25824 -1.08783 -1.83467 0.040
H 0.14029 -1.50717 -2.08130 0.038
O -0.51263 -0.83504 -2.39405 -0.081
H 0.58535 -4.13313 1.39630 0.058
H -0.03691 -3.23727 2.39758 0.052
O 0.75072 -3.29288 1.84259 -0.056
H 1.41221 0.38587 -4.90303 0.043
H 1.38757 -0.11914 -3.33753 0.009
O 1.52910 0.57663 -3.97595 -0.039
H -1.37354 -2.63305 -0.16430 0.000
H -2.50367 -3.76768 -0.37365 0.041
O -1.81785 -3.40646 0.18738 -0.045
H -0.16932 0.95459 -2.21717 0.003
H -0.18262 2.45722 -2.56208 0.070
O -0.36694 1.83750 -1.84675 -0.077